This record from OMol25 describes a gas-phase ion, C4H8NO2 (charge -1) in a non-equilibrium geometry. The level of theory is the ωB97M-V functional and the def2-TZVPD basis.

CARTESIAN COORDINATES (ANGSTROEM)
O  2.9413  -1.2809  0.6198
C  2.0734  -0.6664  0.0700
C  0.6145  -1.0163  -0.0578
C  -0.1174  -0.0823  0.9351
N  -0.6711  1.1568  0.3284
C  -1.6678  0.8143  -0.8099
O  -1.8599  -0.4582  -1.0465
H  2.2697  0.3699  -0.3220
H  0.5489  -2.0596  0.2759
H  -0.0017  -0.9118  -0.9619
H  -0.9888  -0.6377  1.2820
H  0.4752  0.2987  1.7722
H  0.1533  1.6908  0.0971
H  -1.2209  1.3616  -1.6986
H  -2.5489  1.4213  -0.4838

Output
E_HOMO: -2.790 eV
Orbital gap: 6.74 eV
Total charge: -1
Energy above the lowest of the compared OMol25 structures with the same formula, charge and spin: 71.6 kcal/mol
SMILES string: O=CCCNC[O-]

Here are the Mulliken charges for atoms 1 to 2, given in e: -0.52 0.00

This record from OMol25 describes a molecular structure, C16H52BInO14 in a non-equilibrium geometry. The level of theory is the ωB97M-V functional and the def2-TZVPD basis.

CARTESIAN COORDINATES (ANGSTROEM)
In  -0.0148  2.5243  0.8804
B  -0.6493  -0.5908  0.4688
H  -0.6403  -1.6191  0.7956
H  0.2356  -0.2852  -0.0676
H  -1.5342  -0.5149  -0.1440
H  -0.9094  0.0283  1.3134
C  -5.7311  -0.9427  -0.3862
C  -4.4104  -1.5412  0.1001
O  -3.6201  -0.7692  0.9495
H  -6.2426  -1.7328  -0.9360
H  -5.7263  -0.1225  -1.1042
H  -6.2895  -0.7333  0.5261
H  -3.8486  -2.0519  -0.6819
H  -4.6707  -2.3719  0.7561
H  -2.6972  -0.9836  0.7948
C  -4.4986  1.9219  3.3808
C  -3.0611  1.4867  3.7941
O  -2.5146  1.0907  2.6184
H  -5.0514  1.1038  2.9192
H  -4.6191  2.8501  2.8222
H  -4.9169  2.0401  4.3804
H  -3.1986  0.6586  4.4893
H  -2.6061  2.3657  4.2506
H  -3.0055  0.3354  2.2864
C  -3.1575  1.7231  -1.2502
C  -2.2418  2.4883  -2.2722
O  -0.8860  2.1093  -1.9578
O  -2.8620  1.9992  0.0845
H  -2.8409  0.6833  -1.3311
H  -4.2061  1.7485  -1.5468
H  -2.3304  3.5521  -2.0518
H  -2.3861  2.2658  -3.3294
H  -0.5866  1.4416  -2.5791
H  -3.4461  1.5310  0.6855
C  2.2235  3.9240  -1.9085
C  2.9506  2.6281  -1.9440
O  2.1656  1.7407  -1.1162
O  1.8157  4.3915  -0.6201
H  1.5240  3.8978  -2.7441
H  2.9573  4.6627  -2.2311
H  3.8641  2.8689  -1.4002
H  3.0486  2.0701  -2.8752
H  2.6605  0.9181  -1.1068
H  1.8264  5.3492  -0.6860
C  -0.8059  -2.3786  -2.9226
C  -0.3221  -1.8803  -4.3117
O  0.2053  -0.5618  -4.2070
O  0.0812  -2.1144  -1.8485
H  -1.1468  -3.4085  -3.0286
H  -1.6485  -1.7641  -2.6056
H  -1.1471  -1.9891  -5.0158
H  0.4946  -2.5429  -4.5978
H  1.0860  -0.6232  -3.8299
H  -0.2646  -1.4799  -1.2165
C  3.5409  2.0677  2.5449
C  3.1979  0.5489  2.4423
O  1.7596  0.4523  2.3457
O  2.8778  2.8701  1.5634
H  4.6010  2.2962  2.6555
H  3.2143  2.4014  3.5298
H  3.4337  -0.1027  3.2837
H  3.6668  0.2363  1.5093
H  1.4453  -0.3960  2.6671
H  3.3213  3.7195  1.5047
C  4.1103  -0.9650  -1.8694
C  4.2112  -2.1219  -2.9779
O  3.6022  -1.7210  -4.2244
O  2.7058  -0.7811  -1.6566
H  4.4306  -0.0170  -2.3015
H  4.5860  -1.1527  -0.9068
H  4.0138  -3.0991  -2.5371
H  5.2887  -2.0731  -3.1353
H  4.1669  -2.1713  -4.8568
H  2.1804  -1.5715  -1.5118
C  1.2685  -3.0999  2.7052
C  2.0279  -3.8131  3.8818
O  1.0901  -4.6295  4.6078
O  0.5555  -1.9336  3.2332
H  0.5741  -3.7808  2.2130
H  2.1203  -2.7711  2.1099
H  2.5540  -3.1533  4.5717
H  2.8511  -4.3663  3.4295
H  0.2000  -4.5305  4.2623
H  -0.0003  -1.7392  2.4750

Output
E_HOMO (alpha / beta): -11.935 / -11.918 eV
2S+1: 2
Orbital gap (alpha / beta): 9.20 / 4.21 eV
Total charge: +1
Expectation value of S²: 0.759

Here are the Mulliken charges for atoms 1 to 2, given in e: 1.05 2.98

This record from OMol25 describes a molecular structure, C17H16F4IrN3 in a non-equilibrium geometry. The level of theory is the ωB97M-V functional and the def2-TZVPD basis.

CARTESIAN COORDINATES (ANGSTROEM)
Ir  -0.2737  -0.2014  -0.6632
C  -2.1402  -1.9008  -2.1942
N  -0.7080  -1.9043  -1.8611
C  -0.3784  -3.0870  -1.0561
C  0.1248  -1.8810  -3.0979
C  1.4061  -1.0685  -2.8644
N  0.9870  0.0795  -2.1172
C  1.5658  1.2863  -2.1317
C  0.7950  2.3316  -1.6149
F  0.9041  0.6743  0.5826
C  1.1835  3.6380  -1.5923
F  0.4165  4.6059  -1.1469
C  2.4752  3.9439  -2.0614
C  3.3185  2.9284  -2.5024
F  4.5510  3.2218  -2.8650
C  2.8845  1.6019  -2.5681
F  3.6806  0.6209  -2.9699
H  -2.3858  -2.7416  -2.8524
H  -2.4211  -0.9814  -2.7134
H  -2.7442  -2.0037  -1.2911
H  -0.5553  -4.0036  -1.6321
H  -1.0069  -3.1235  -0.1650
H  0.6713  -3.0762  -0.7524
H  -0.4498  -1.3956  -3.8886
H  0.3657  -2.8995  -3.4189
H  1.8680  -0.7937  -3.8176
H  2.1541  -1.6432  -2.2968
H  2.8130  4.9736  -2.0484
N  -1.4342  -0.4372  0.8931
C  -1.5442  -0.2656  2.0365
C  -1.5812  -0.0185  3.3976
C  -1.1411  -1.0132  4.2991
C  -1.0379  -0.7103  5.6399
C  -1.3779  0.5622  6.1024
C  -1.8116  1.5461  5.2104
C  -1.9331  1.2664  3.8642
H  -0.9090  -2.0025  3.9334
H  -0.7072  -1.4656  6.3359
H  -1.3113  0.7844  7.1580
H  -2.0374  2.5393  5.5681
H  -2.2751  2.0114  3.1627

Output
E_HOMO (alpha / beta): -13.833 / -14.211 eV
2S+1: 5
Orbital gap (alpha / beta): 5.95 / 2.24 eV
Total charge: +2
Expectation value of S²: 6.089

Here are the Mulliken charges for atoms 1 to 2, given in e: 0.60 -1.05

This record from OMol25 describes C3H6N2O in the gas phase in a non-equilibrium geometry. The level of theory is the ωB97M-V functional and the def2-TZVPD basis.

CARTESIAN COORDINATES (ANGSTROEM)
C  -1.6660  1.7943  0.0815
N  -0.9335  0.7427  0.3442
N  0.1048  0.4588  -0.3999
C  0.9393  -0.6517  -0.3772
C  0.9977  -1.6344  0.6122
O  1.6834  -0.7064  -1.3630
H  -1.5067  2.4392  -0.8518
H  -2.4236  2.0393  0.8609
H  -0.0136  0.9880  -1.2588
H  -0.0965  -1.7139  0.8087
H  1.5884  -1.2436  1.4375
H  1.3264  -2.5125  0.1057

Output
E_HOMO: -9.297 eV
Orbital gap: 10.26 eV
Energy above the lowest of the compared OMol25 structures with the same formula, charge and spin: 61.4 kcal/mol
SMILES string: C=NNC(C)=O

Here are the Mulliken charges for atoms 1 to 2, given in e: -0.30 -0.66